Record 1
Formula: C5H9NO2
Source: OMol25
Level of theory: the ωB97M-V functional and the def2-TZVPD basis

E: -401.0015 hartree
spin multiplicity: 1
orbital gap: 0.2985 hartree
SMILES: C/C=C(O)/C(C)=N/O
E_HOMO: -7.7 eV

XYZ file:
```
17
Properties=species:S:1:pos:R:3:forces:R:3
O -1.988 1.120 -1.185 -0.3 -0.5 0.3
O 0.980 -1.429 1.305 -0.2 0.3 0.0
N -0.716 0.725 -0.764 0.0 -0.6 -0.7
C 2.135 1.214 0.146 -0.7 0.6 0.6
C 0.708 -0.805 0.112 1.2 0.7 -0.3
C -1.833 -1.172 0.368 -0.1 -0.1 -0.5
C 1.634 0.006 -0.509 -1.3 -0.9 -0.3
C -0.651 -0.469 -0.232 -0.8 0.6 0.3
H 2.979 1.687 -0.352 -0.2 0.3 0.0
H 1.378 0.201 -1.546 0.0 -0.1 0.1
H 2.336 1.079 1.207 0.1 0.1 0.0
H -1.652 -2.239 0.494 0.0 0.0 0.0
H -2.695 -1.036 -0.282 -0.1 -0.1 0.1
H 0.159 -1.748 1.697 0.1 0.1 0.0
H -2.074 -0.737 1.341 0.0 0.0 0.0
H 1.103 1.807 0.050 2.2 -0.4 0.2
H -1.802 1.796 -1.849 0.1 0.0 0.3
```
Positions in Å, forces in eV/Å.

Record 2
Formula: C25H19AuNO5P
Source: OMol25
Level of theory: the ωB97M-V functional and the def2-TZVPD basis

E: -1871.3128 hartree
spin multiplicity: 3
orbital gap (alpha / beta): 0.2676 / 0.1595 hartree
total charge: +2
⟨S²⟩: 2.0256
E_HOMO (alpha / beta): -14.4 / -14.4 eV

XYZ file:
```
52
Properties=species:S:1:pos:R:3:forces:R:3
Au 8.386 4.279 3.417 0.9 -0.3 0.3
P 9.675 11.812 6.585 2.4 -1.5 -0.5
O 9.209 12.291 5.254 -0.8 -0.2 1.1
O 5.957 4.825 6.762 -1.1 -0.4 0.0
O 6.658 3.972 4.797 0.3 1.8 2.6
O 10.373 4.603 3.028 -1.0 0.3 1.0
O 12.289 5.219 3.818 -2.9 0.0 2.1
N 9.098 4.788 5.351 3.1 0.5 0.5
C 12.924 9.327 6.410 -2.0 0.3 -1.1
C 8.848 10.440 7.565 -0.7 0.4 0.4
C 10.093 5.914 7.586 -1.6 -0.5 -2.1
C 10.467 14.553 9.505 -0.3 1.5 0.3
C 6.887 4.563 5.912 -0.7 -1.6 -2.3
C 7.643 8.184 8.643 -0.8 -1.3 1.4
C 7.256 8.563 7.390 1.3 1.7 -0.4
C 11.094 5.015 4.096 3.9 -0.6 -3.9
C 8.569 8.946 9.421 -1.0 -1.6 -0.8
C 9.650 13.144 7.800 1.9 -0.5 -0.1
C 9.070 10.140 8.998 0.4 -0.5 -3.0
C 7.957 9.670 6.804 0.5 -0.4 0.7
C 12.599 12.062 6.277 -2.5 2.6 1.5
C 8.711 5.612 7.514 1.5 -1.2 -1.2
C 8.249 4.976 6.344 1.0 0.8 -0.2
C 13.850 11.577 6.310 0.2 -2.2 -1.0
C 11.445 11.251 6.441 -0.8 -0.3 0.4
C 10.661 13.483 8.694 0.9 -1.8 0.1
C 8.512 13.932 7.694 -1.7 0.4 -0.1
C 8.176 14.739 8.776 -3.0 1.8 -1.4
C 10.460 5.132 5.418 -3.6 0.0 -1.2
C 10.968 5.786 6.495 0.5 -0.5 0.9
C 11.584 9.878 6.476 1.4 -1.2 0.1
C 9.169 15.182 9.557 0.4 -0.2 2.5
C 14.011 10.171 6.241 -1.5 0.4 0.8
H 9.869 10.575 9.572 0.0 0.6 0.1
H 7.152 15.243 8.807 1.5 -0.9 0.1
H 7.894 13.814 6.794 0.0 0.1 0.5
H 14.685 12.213 6.206 0.8 0.6 0.0
H 8.935 15.788 10.450 0.3 0.2 -0.9
H 12.466 13.179 6.351 0.1 -1.2 -0.4
H 14.960 9.776 6.068 1.4 -0.6 -0.1
H 5.092 4.478 6.424 0.5 0.3 0.3
H 7.221 7.194 9.105 0.6 2.4 -0.7
H 11.546 12.849 8.915 -0.6 0.5 -0.9
H 10.706 9.173 6.504 1.1 0.9 0.1
H 10.433 6.352 8.443 0.9 1.1 2.2
H 7.948 9.803 5.715 -0.5 0.3 0.4
H 8.929 8.368 10.249 0.2 0.7 0.9
H 8.074 5.807 8.334 -0.4 -0.1 0.5
H 11.252 14.977 10.114 0.1 -0.3 0.2
H 6.509 8.094 6.793 -0.4 -0.6 -0.2
H 12.935 8.236 6.252 0.7 0.7 0.3
H 12.042 6.092 6.472 -1.1 -0.3 0.2
```
Positions in Å, forces in eV/Å.

Record 3
Formula: C37H96AsF9N6O15S
Source: OMol25
Level of theory: the ωB97M-V functional and the def2-TZVPD basis

E: -6455.7054 hartree
spin multiplicity: 1
orbital gap: 0.3048 hartree
total charge: +4
E_HOMO: -16.2 eV

XYZ file:
```
165
Properties=species:S:1:pos:R:3:forces:R:3
As 3.648 -3.968 -1.984 2.6 -0.8 -1.4
S -0.305 -0.671 -0.001 0.8 -0.1 -2.3
F 4.461 -2.590 -1.240 -0.6 0.0 -0.2
F -1.952 -1.960 1.613 -0.3 -0.8 -0.3
F 2.078 -3.158 -1.933 1.0 -0.4 0.2
F -0.495 -3.229 0.586 0.4 -1.6 0.6
F 2.947 -5.336 -2.756 -0.8 -0.3 0.5
F 4.008 -3.344 -3.635 -0.5 0.0 1.7
F -2.105 -2.378 -0.606 -0.3 -0.7 1.5
F 5.198 -4.886 -2.029 -1.3 1.2 0.2
F 3.447 -4.624 -0.347 -0.7 0.2 -0.5
O -3.340 3.669 3.387 0.8 -0.4 -1.0
O 6.057 1.534 1.901 -0.2 0.9 0.5
O -0.153 4.940 2.311 0.4 -0.3 0.2
O -0.665 -6.378 7.002 -0.1 1.3 -0.2
O -1.857 -6.124 -1.177 -2.2 1.5 -0.3
O -2.594 -2.596 5.089 -0.6 -0.5 0.2
O 1.066 2.961 -8.330 -1.4 -0.1 0.2
O 0.660 -0.576 1.120 -0.4 0.1 -0.9
O 0.278 -0.923 -1.402 -1.6 0.8 4.3
O -1.364 1.790 -4.784 1.3 1.9 1.7
O -2.231 3.720 -2.321 -1.1 0.8 -1.4
O 4.550 0.583 -2.149 -1.9 -0.1 0.5
O -3.394 7.577 -3.600 2.5 1.6 -0.2
O -1.322 0.406 0.030 0.8 -0.8 0.1
O 0.442 -6.796 2.930 1.2 0.8 -1.4
N -1.544 3.456 -7.152 1.7 -1.7 -0.8
N 4.064 0.124 0.549 -1.8 0.5 1.3
N -1.039 -3.479 7.766 0.4 1.1 -0.8
N 0.210 -7.626 0.282 2.4 1.7 0.3
N -0.881 2.443 3.884 -1.4 -0.9 0.1
N -1.105 5.943 -3.360 1.6 0.9 0.0
C 0.352 -6.144 -0.159 -0.2 -1.3 0.6
C -0.983 0.604 -4.087 0.9 -0.8 -1.8
C -0.943 3.934 -1.935 1.3 0.3 1.4
C 0.270 -7.429 4.165 0.1 0.3 -0.9
C -0.061 2.451 -9.065 -0.1 1.5 0.3
C -2.121 8.240 -3.199 -0.7 -1.6 0.0
C -1.064 7.241 -2.626 -0.7 0.1 0.5
C 2.205 3.137 -9.171 -0.1 0.3 -0.3
C -4.134 4.333 2.404 -1.4 0.7 1.0
C 0.552 3.700 2.135 1.4 0.9 -0.4
C -2.645 3.202 -6.138 0.0 0.1 -0.8
C 4.177 0.273 2.132 -1.5 -3.3 -1.8
C 0.196 -5.690 7.875 0.7 0.8 0.5
C -1.338 -2.234 5.541 0.2 1.0 -0.1
C 3.084 1.030 -0.242 2.0 -0.3 -0.2
C -1.237 -2.157 7.057 0.1 -0.1 -0.9
C -0.814 -7.749 7.416 0.3 0.6 0.5
C 6.490 2.885 2.037 1.6 0.0 -0.3
C -0.144 2.401 2.534 -1.5 -0.1 0.4
C 1.438 -8.071 1.156 -1.5 -0.8 -0.5
C -4.243 8.664 -4.125 -1.7 -1.9 1.6
C -2.659 -5.310 -2.164 -0.4 -2.4 1.0
C -2.763 -3.929 4.655 -0.1 -1.1 -0.1
C -1.296 -2.232 0.483 0.5 3.8 -2.6
C -0.527 -5.872 -1.313 1.4 1.1 -1.8
C -2.226 1.601 3.981 -0.5 0.9 -1.0
C 1.680 -7.135 2.320 -0.6 0.7 -1.3
C 3.176 0.652 -1.743 0.6 0.4 0.7
C 4.895 1.405 2.677 0.2 1.5 -0.7
C -1.265 2.245 -8.131 0.9 0.4 0.6
C -3.336 2.276 3.121 1.1 0.0 0.3
C -0.131 4.855 -2.912 -1.8 -1.8 0.1
C 4.611 0.033 -3.450 1.2 -1.0 -1.0
C -2.853 2.687 -1.598 -0.5 -1.4 -1.1
C -2.596 1.854 -5.371 -0.1 0.1 -0.7
C 0.366 -4.118 7.665 -1.9 -1.7 0.8
C 0.562 6.165 1.890 -0.7 -0.9 0.7
H -2.028 0.620 3.549 0.2 0.0 0.1
H 5.090 1.350 3.748 0.1 -0.5 0.1
H -0.661 -7.723 0.784 -0.2 -0.1 0.3
H 1.374 -5.968 -0.495 0.1 -0.2 0.2
H 3.866 0.392 -4.160 0.1 1.0 0.1
H -0.652 -6.935 4.470 0.0 -0.9 0.9
H -0.944 1.398 -7.525 -1.0 0.1 0.4
H -2.722 1.012 -6.051 -0.2 -0.1 -0.4
H 2.467 -7.524 2.967 -0.3 -0.2 0.3
H -4.248 5.395 2.624 0.8 0.0 0.2
H -1.025 4.343 -0.928 0.5 1.1 0.3
H 2.098 -6.235 1.869 0.0 0.3 0.2
H -5.193 8.186 -3.886 -0.5 0.4 -0.5
H -2.583 4.089 -5.508 -0.4 -0.3 0.3
H 2.650 1.438 -2.284 0.0 0.4 -0.2
H 2.335 2.206 -9.723 0.5 0.2 -0.2
H -0.914 2.078 1.833 0.1 0.2 -0.2
H 4.965 0.103 0.093 0.6 0.2 -0.3
H 0.840 5.117 -2.493 -0.5 1.0 0.3
H 0.514 1.538 2.636 0.4 0.3 -0.4
H 1.216 -6.061 7.782 0.2 -0.2 0.0
H 4.645 -0.678 2.385 0.4 0.1 0.0
H 0.928 3.620 1.115 -0.9 -0.4 -0.8
H -0.924 6.103 -4.341 0.0 0.3 -0.4
H -1.563 -8.204 6.768 0.4 -0.1 0.1
H -2.369 -4.110 3.654 -0.2 0.4 -0.3
H -0.453 -1.468 7.370 0.5 -0.4 0.0
H 4.483 -1.044 -3.565 -0.3 -0.4 1.1
H -2.669 -5.861 -3.104 0.9 0.5 -0.4
H -3.696 -5.500 -1.887 0.0 0.6 0.6
H 7.486 2.962 1.600 -0.1 -0.1 -0.1
H -2.592 1.509 5.004 0.8 0.3 0.2
H -5.156 4.007 2.596 -0.2 -0.4 -0.7
H -1.274 6.943 -1.599 -0.3 0.2 0.1
H 1.509 6.305 2.412 0.3 -0.6 -0.3
H 2.044 3.992 -9.828 -0.2 -0.2 -0.4
H -2.276 -4.706 5.245 0.5 0.2 0.7
H -3.714 2.393 -2.199 -0.2 0.1 0.2
H -1.295 -3.148 8.685 0.4 -0.9 1.0
H 0.844 -3.973 6.696 -0.3 0.7 0.1
H -1.239 -1.186 5.260 0.2 0.2 -0.2
H -1.711 -4.192 7.522 -0.6 -0.2 -0.5
H 0.141 4.368 -3.849 -0.3 -0.5 0.1
H -3.070 1.981 2.106 -0.1 0.7 -0.6
H 2.601 -0.245 -1.969 0.3 -0.5 0.3
H 5.860 3.598 1.506 -0.4 -0.1 0.1
H -1.113 -7.768 8.464 -0.5 -0.1 0.0
H 0.184 -8.211 -0.541 -0.1 -0.3 -0.3
H -4.246 8.882 -5.193 0.8 0.0 0.1
H 0.032 0.728 -3.709 -0.1 0.3 -0.1
H -1.714 8.713 -4.093 0.0 0.4 0.2
H -0.924 -0.030 -4.972 0.2 -1.4 0.7
H -2.179 1.830 -1.617 -0.1 -0.1 0.5
H 2.342 -8.126 0.548 -0.3 0.0 -0.3
H 4.281 2.299 2.575 -0.1 0.4 -0.2
H 0.617 6.189 0.802 0.4 -0.1 0.0
H 6.621 3.160 3.083 -0.3 0.0 0.1
H 3.648 -0.786 0.411 0.2 -0.9 0.0
H 0.839 -3.650 8.528 0.8 -0.4 -0.4
H 2.058 0.894 0.102 0.3 0.0 0.3
H -1.554 0.155 -3.274 -0.7 0.6 -0.2
H -0.145 -6.338 -2.221 0.3 -0.7 -0.1
H -0.293 2.088 4.624 0.4 0.0 0.2
H -0.046 7.632 -2.607 -0.1 0.2 -0.4
H 5.645 0.152 -3.774 -0.2 0.6 -0.3
H -2.080 5.686 -3.304 -0.6 -1.0 0.1
H -1.766 4.296 -7.667 -0.6 0.1 -0.7
H -1.125 3.389 4.140 -0.3 0.8 -0.1
H -3.850 4.230 1.357 0.3 -0.4 0.1
H -4.226 9.511 -3.438 0.5 0.3 -0.5
H 3.534 1.999 -0.025 -0.6 0.4 -0.4
H -2.411 -4.249 -2.199 0.3 -0.3 0.1
H 0.147 -5.560 0.738 -0.1 -0.1 -0.2
H 3.091 3.417 -8.601 -0.2 -0.5 0.4
H -0.474 3.132 -9.810 0.8 0.5 -0.5
H -0.478 2.993 -1.640 0.8 -0.4 -1.0
H -2.134 -1.655 7.420 -0.3 -0.6 0.1
H 1.564 3.713 2.539 0.0 0.4 1.3
H -3.811 -4.213 4.739 -0.1 0.5 -0.4
H 0.172 -8.213 7.432 -0.1 -0.4 -0.6
H 1.151 -7.175 4.755 -0.3 -0.2 0.7
H -0.534 -2.754 5.019 0.2 -0.3 0.2
H 1.093 -9.074 1.406 0.6 -0.1 0.5
H -3.376 1.733 -4.620 -0.5 0.6 -0.1
H -2.191 2.187 -8.702 0.2 -0.7 0.1
H -2.391 8.912 -2.385 0.4 0.4 -0.3
H 0.263 -8.487 3.899 -0.5 -0.4 1.1
H -0.277 -4.840 -1.562 -0.3 0.6 0.2
H -3.458 3.307 -6.857 -0.9 -0.3 0.9
H 3.146 0.117 2.448 -0.1 0.5 0.2
H -0.117 -5.885 8.901 0.0 0.1 0.3
H 0.001 7.034 2.234 -0.5 -0.4 -0.1
H -4.339 1.877 3.276 0.1 -0.4 0.5
H -3.204 2.887 -0.586 0.4 0.5 0.1
H 0.240 1.550 -9.599 -0.4 -0.4 0.2
H -0.645 3.734 -6.786 0.7 -0.6 0.7
```
Positions in Å, forces in eV/Å.

Record 4
Formula: C17H22N6O2
Source: OMol25
Level of theory: the ωB97M-V functional and the def2-TZVPD basis

E: -1139.9745 hartree
spin multiplicity: 1
orbital gap: 0.3107 hartree
SMILES: C[C@@H]1CCCN(c2nc(N(C)c3ccccc3)nc(N)c2[N+](=O)[O-])C1
E_HOMO: -8.3 eV

XYZ file:
```
47
Properties=species:S:1:pos:R:3:forces:R:3
O -4.462 -1.146 -0.362 -0.1 0.1 0.0
O -3.639 0.509 -1.462 -0.1 -0.2 0.0
N -3.506 -0.420 -0.671 -0.7 0.4 -0.6
N 1.564 -2.001 0.219 0.0 -0.2 -0.1
N -2.885 -2.861 0.705 -0.3 -0.1 -0.1
N -1.231 1.529 -0.513 0.1 -0.3 -0.1
N 0.103 -0.286 -0.211 0.0 0.2 0.1
N -0.676 -2.394 0.514 0.2 -0.3 0.1
C -0.026 2.290 -0.787 0.3 0.2 -0.2
C 4.814 0.456 -0.760 0.1 0.0 0.1
C 1.814 -3.295 0.813 0.0 -0.4 0.1
C 2.641 -0.424 -1.284 0.1 -0.1 -0.1
C 3.712 0.393 -1.597 0.0 0.0 0.0
C 0.289 -1.551 0.143 -0.8 0.2 0.1
C -1.131 0.202 -0.295 -0.1 -0.3 -0.2
C -1.931 -1.990 0.360 -0.3 0.2 0.0
C 1.884 3.248 0.543 -0.3 0.1 -0.1
C 4.842 -0.314 0.390 0.1 0.1 -0.1
C 3.771 -1.126 0.715 -0.2 -0.1 0.0
C 2.653 -1.178 -0.114 0.5 0.4 -0.1
C 0.366 3.199 0.397 0.1 -0.2 0.2
C -2.248 -0.688 -0.153 1.0 -0.2 0.5
C -1.825 2.713 1.529 0.1 -0.1 0.0
C -0.300 2.661 1.663 -0.1 0.2 -0.1
C -2.243 2.369 0.087 -0.5 0.1 0.3
H 0.028 1.630 1.813 0.1 0.0 0.0
H -2.603 -3.797 0.935 0.1 0.0 0.0
H 2.275 2.255 0.754 0.1 -0.1 0.0
H 5.700 -0.277 1.045 0.1 0.0 0.1
H 2.755 -3.689 0.431 0.0 0.0 0.0
H 3.798 -1.708 1.623 0.0 -0.1 0.1
H -3.226 1.909 0.066 0.1 0.1 -0.1
H 1.859 -3.235 1.904 0.0 0.0 0.0
H -0.003 4.215 0.220 0.0 0.0 0.0
H 5.648 1.095 -1.006 0.1 0.1 0.0
H -2.275 2.007 2.230 -0.1 0.0 0.0
H 0.995 -3.959 0.543 0.2 0.0 0.1
H -0.214 2.889 -1.683 0.0 0.0 0.0
H 3.688 0.978 -2.504 0.0 0.0 -0.1
H -2.194 3.709 1.776 -0.1 0.0 0.0
H 2.342 3.609 -0.374 0.2 0.0 -0.1
H 0.017 3.239 2.532 0.1 0.0 0.0
H -3.845 -2.620 0.479 0.3 -0.1 0.2
H 0.776 1.583 -0.988 -0.1 0.2 0.0
H 1.794 -0.488 -1.947 0.0 0.0 0.0
H -2.298 3.274 -0.522 -0.1 0.0 0.0
H 2.169 3.914 1.355 0.1 0.1 0.1
```
Positions in Å, forces in eV/Å.